Molecular formula: C20H27BF9INO11
Method: DFT, ωB97M-V/def2-TZVPD

XYZ file:
```
70
C20H27BF9INO11 | the Open Molecules 2025 dataset | ωB97M-V/def2-TZVPD
O -3.78 1.65 1.73
B -2.89 0.44 1.85
O -2.52 -0.17 3.15
C -2.27 -0.30 0.49
C -2.56 -1.91 0.27
C -1.95 -2.68 -1.06
I -2.20 -4.83 -1.48
C -1.11 -1.74 -2.12
N -0.86 -0.24 -1.89
C -1.38 0.48 -0.63
C -0.97 2.08 -0.53
C 0.60 2.36 -0.89
C 1.66 2.12 0.34
F 1.38 3.19 1.36
F 3.03 2.41 -0.23
C 1.68 0.61 0.96
F 0.51 0.53 1.91
F 1.58 -0.49 -0.04
C 3.01 0.28 1.89
F 2.49 -0.52 3.06
F 3.60 1.52 2.51
C 4.13 -0.67 1.15
F 4.50 -0.25 -0.22
F 5.40 -0.58 1.97
F 3.70 -2.10 1.26
H -3.42 2.26 2.46
H -1.62 -0.62 3.09
H -3.17 -2.49 1.08
H -0.67 -2.30 -3.08
H -0.31 0.24 -2.65
H -1.28 2.59 0.49
H -1.62 2.63 -1.37
H 0.68 3.51 -1.18
H 1.01 1.77 -1.83
C 0.14 3.80 -6.19
O -0.08 2.52 -5.61
C -0.43 1.55 -6.49
O -0.57 1.70 -7.70
O -0.60 0.39 -5.81
C -0.98 -0.72 -6.62
H 0.41 4.49 -5.39
H 0.96 3.76 -6.92
H -0.78 4.17 -6.66
H -0.21 -0.94 -7.36
H -1.94 -0.53 -7.11
H -1.09 -1.59 -5.97
C 6.03 -1.08 4.88
O 7.38 -0.87 5.31
C 7.53 0.15 6.19
O 6.64 0.86 6.62
O 8.85 0.23 6.51
C 9.17 1.27 7.44
H 6.03 -1.92 4.18
H 5.40 -1.34 5.73
H 5.65 -0.19 4.37
H 8.65 1.10 8.39
H 8.91 2.25 7.02
H 10.24 1.25 7.62
C -6.58 -1.39 1.21
O -6.55 -2.48 0.29
C -7.48 -2.42 -0.69
O -8.31 -1.54 -0.84
O -7.33 -3.52 -1.48
C -8.25 -3.59 -2.56
H -5.80 -1.54 1.95
H -6.39 -0.44 0.69
H -7.55 -1.35 1.73
H -8.13 -2.73 -3.23
H -9.28 -3.64 -2.19
H -8.04 -4.50 -3.13
```

The charge is +1. The HOMO energy is -0.4469 Eh. As for the relative energy (zero: lowest compared OMol25 entry of this formula, charge and spin): 12.580 eV. Its spin multiplicity is 1. Its LUMO energy is -0.192 Eh. The calculation puts the gap between HOMO and LUMO at 6.94 eV. The calculation puts the electronic energy at -78408.5420 eV.

***

Molecular formula: C25H17FNO21S
Method: DFT, ωB97M-V/def2-TZVPD

XYZ file:
```
66
C25H17FNO21S | the Open Molecules 2025 dataset | ωB97M-V/def2-TZVPD
O 0.75 2.36 -2.31
C 0.98 1.94 -3.44
O 0.91 0.82 -3.93
N 1.36 3.00 -4.46
O 2.62 2.69 -5.05
S 1.21 4.56 -4.02
O -0.07 4.83 -3.49
O 1.77 5.34 -5.07
F 2.25 4.70 -2.84
H 3.20 3.43 -4.85
C -0.99 -2.34 -0.73
C -0.43 -2.83 0.37
C 1.05 -2.73 0.62
O 1.45 -3.21 1.68
C 1.87 -2.09 -0.35
C 1.32 -1.57 -1.47
C -0.17 -1.68 -1.73
O -0.63 -1.21 -2.74
O 2.02 -0.93 -2.36
O -1.11 -3.44 1.35
H -2.05 -2.39 -0.92
H 2.93 -2.02 -0.14
H 1.44 -0.57 -3.11
H -0.43 -3.68 2.02
C -1.89 1.03 2.25
C -2.22 2.02 3.09
C -1.92 3.46 2.78
O -2.29 4.28 3.61
C -1.22 3.77 1.56
C -0.87 2.79 0.71
C -1.22 1.33 1.00
O -0.94 0.47 0.20
O -0.23 3.05 -0.40
O -2.85 1.85 4.25
H -2.12 -0.01 2.46
H -0.99 4.81 1.37
H 0.01 2.25 -0.92
H -2.95 2.75 4.62
C 5.25 -5.88 4.88
C 5.55 -7.17 4.70
C 4.92 -8.00 3.60
O 5.28 -9.16 3.53
C 3.95 -7.38 2.74
C 3.63 -6.08 2.92
C 4.29 -5.24 4.00
O 3.96 -4.07 4.08
O 2.76 -5.44 2.17
O 6.41 -7.85 5.44
H 5.70 -5.28 5.66
H 3.49 -7.98 1.97
H 2.69 -4.50 2.46
H 6.42 -8.75 5.07
C -3.13 3.82 -2.10
C -3.55 4.30 -3.29
C -5.01 4.51 -3.60
O -5.29 4.96 -4.69
C -5.99 4.17 -2.59
C -5.57 3.69 -1.41
C -4.10 3.50 -1.09
O -3.85 3.07 0.02
O -6.38 3.34 -0.42
O -2.74 4.62 -4.27
H -2.08 3.67 -1.88
H -7.04 4.31 -2.82
H -5.79 3.03 0.30
H -3.30 4.94 -5.01
```

The charge is -1. The HOMO energy is -0.2531 Eh. As for the relative energy (zero: lowest compared OMol25 entry of this formula, charge and spin): 0.000 eV. Its spin multiplicity is 1. Its LUMO energy is 0.007 Eh. The calculation puts the gap between HOMO and LUMO at 7.08 eV. The calculation puts the electronic energy at -84240.5031 eV.

***

Molecular formula: C8H10O
Method: DFT, ωB97M-V/def2-TZVPD

XYZ file:
```
19
C8H10O | the Open Molecules 2025 dataset | ωB97M-V/def2-TZVPD
C 1.66 -1.57 -1.36
C 1.53 -0.85 -0.28
C 0.39 0.07 -0.07
C -0.90 0.07 -0.52
C -1.82 1.06 -0.27
C -1.40 2.26 0.25
C -0.11 2.35 0.74
C 0.72 1.27 0.67
H 2.58 -2.25 -1.47
H 0.92 -1.75 -2.16
H 2.30 -0.84 0.46
H -1.36 -0.73 -1.16
H -2.91 0.97 -0.52
H -2.25 2.95 0.18
H 0.18 3.43 0.79
H 1.67 1.26 1.19
O -0.11 -2.66 1.25
H -0.88 -3.04 1.59
H -0.18 -2.01 0.68
```

The charge is 0. The HOMO energy is -0.3254 Eh. As for the relative energy (zero: lowest compared OMol25 entry of this formula, charge and spin): 2.099 eV. Its spin multiplicity is 1. Its LUMO energy is 0.030 Eh. Its structure (SMILES) is C=Cc1ccccc1.O. The calculation puts the gap between HOMO and LUMO at 9.68 eV. The calculation puts the electronic energy at -10503.5041 eV.

***

Molecular formula: C5H8S
Method: DFT, ωB97M-V/def2-TZVPD

XYZ file:
```
14
C5H8S | the Open Molecules 2025 dataset | ωB97M-V/def2-TZVPD
C 1.69 -0.80 -0.25
C 0.18 -0.77 0.14
C -0.58 0.51 0.24
C -1.87 0.58 0.04
C -3.22 0.98 -0.06
S -2.89 -0.80 -0.27
H 2.36 -0.15 0.39
H 1.77 -0.44 -1.35
H 1.87 -1.91 -0.14
H -0.36 -1.23 -0.66
H -0.05 -1.38 1.00
H 0.14 1.43 0.11
H -3.82 1.32 0.77
H -3.68 1.33 -1.01
```

The charge is 0. The HOMO energy is -0.3076 Eh. As for the relative energy (zero: lowest compared OMol25 entry of this formula, charge and spin): 2.205 eV. Its spin multiplicity is 1. Its LUMO energy is 0.034 Eh. Its structure (SMILES) is CC/C=C1/CS1. The calculation puts the gap between HOMO and LUMO at 9.30 eV. The calculation puts the electronic energy at -16147.4328 eV.

***

Molecular formula: C2H4N2S2
Method: DFT, ωB97M-V/def2-TZVPD

XYZ file:
```
10
C2H4N2S2 | the Open Molecules 2025 dataset | ωB97M-V/def2-TZVPD
C -1.72 1.44 2.15
C 2.10 -0.29 -0.85
N -1.76 0.55 1.45
N 1.23 0.39 -1.57
S -1.05 -1.77 -1.07
S -0.34 0.17 -1.66
H -2.24 2.04 2.84
H 3.13 0.01 -0.84
H 2.03 -1.35 -0.54
H -1.37 -1.20 0.10
```

The charge is 0. The HOMO energy (alpha / beta) is -0.2164 / -0.3510 Eh. The expectation value of S² is 2.007. As for the relative energy (zero: lowest compared OMol25 entry of this formula, charge and spin): 2.663 eV. Its spin multiplicity is 3. Its LUMO energy (alpha / beta) is 0.014 / -0.077 Eh. The calculation puts the gap between HOMO and LUMO (alpha / beta) at 6.28 / 7.46 eV. The calculation puts the electronic energy at -26784.1003 eV.

***

Molecular formula: C18H19Cl4O2RbS5Te
Method: DFT, ωB97M-V/def2-TZVPD

XYZ file:
```
50
C18H19Cl4O2RbS5Te | the Open Molecules 2025 dataset | ωB97M-V/def2-TZVPD
Rb -0.24 0.84 -1.18
C 1.81 -0.49 3.74
C 0.29 -0.56 3.76
S -0.42 0.58 2.53
C -2.18 0.19 2.67
C -2.59 -1.19 2.21
S -2.21 -1.57 0.48
C -1.92 -3.36 0.71
C -0.56 -3.72 1.30
S 0.75 -3.20 0.16
C 2.22 -3.61 1.12
C 2.37 -2.86 2.44
S 2.60 -1.07 2.21
H 2.22 -1.05 4.60
H 2.14 0.54 3.86
H -0.07 -0.30 4.76
H -0.03 -1.58 3.55
H -2.66 0.94 2.04
H -2.49 0.32 3.71
H -3.67 -1.29 2.36
H -2.10 -1.95 2.82
H -2.00 -3.80 -0.29
H -2.72 -3.78 1.31
H -0.50 -4.81 1.45
H -0.43 -3.25 2.28
H 3.04 -3.38 0.45
H 2.24 -4.69 1.32
H 3.23 -3.27 2.98
H 1.49 -3.02 3.07
Cl -7.22 1.98 -1.27
C -5.51 2.25 -1.50
C -5.05 2.96 -2.58
Cl -6.17 3.62 -3.74
C -3.67 3.13 -2.76
Cl -3.08 4.06 -4.11
C -2.70 2.59 -1.89
O -1.44 2.75 -2.04
C -3.20 1.81 -0.74
O -2.35 1.30 0.08
C -4.58 1.70 -0.60
Cl -5.16 0.81 0.79
Te 2.99 -1.12 -1.62
C 4.30 -0.65 -3.19
C 5.62 -0.26 -3.14
C 6.20 -0.02 -4.41
C 5.32 -0.23 -5.44
S 3.80 -0.74 -4.84
H 6.14 -0.14 -2.21
H 7.22 0.31 -4.56
H 5.50 -0.11 -6.49
```

The charge is -2. The HOMO energy is -0.0323 Eh. Its spin multiplicity is 1. Its LUMO energy is 0.131 Eh. The calculation puts the gap between HOMO and LUMO at 4.45 eV. The calculation puts the electronic energy at -135286.1164 eV.

***

Molecular formula: C23H28InNO2
Method: DFT, ωB97M-V/def2-TZVPD

XYZ file:
```
55
C23H28InNO2 | the Open Molecules 2025 dataset | ωB97M-V/def2-TZVPD
C 2.16 -0.02 2.57
C 2.23 -0.76 1.37
C 1.87 0.07 0.29
H 2.51 -1.81 1.29
C 1.57 1.35 0.83
C 1.79 1.30 2.23
H 1.29 2.24 0.27
C -1.33 -2.00 3.07
C -0.09 -2.45 2.56
C -0.14 -2.43 1.14
H 0.79 -2.71 3.16
C -1.45 -2.00 0.79
C -2.17 -1.68 2.00
H 1.83 -0.21 -0.76
H 1.67 2.15 2.91
H 2.38 -0.38 3.57
H -3.16 -1.21 2.04
H 0.64 -2.71 0.43
H -1.58 -1.94 4.13
In -1.68 2.21 1.90
C -1.92 -1.50 -0.57
C -3.44 -1.66 -0.72
C -1.16 -2.19 -1.69
H -3.72 -2.69 -0.47
H -3.74 -1.47 -1.77
H -4.00 -0.99 -0.05
H -1.30 -3.27 -1.58
H -0.09 -1.97 -1.65
H -1.55 -1.90 -2.68
C -1.52 0.00 -0.51
C -2.18 1.19 -1.12
H -0.46 0.16 -0.74
H -1.63 0.21 0.56
O -2.88 1.98 -0.41
N -1.57 1.50 -2.36
C -0.37 2.36 -2.21
H -2.21 1.84 -3.08
C 0.96 1.77 -2.69
C 2.13 2.49 -2.37
H 2.03 3.44 -1.84
C 3.39 1.99 -2.70
H 4.28 2.56 -2.42
C 3.51 0.79 -3.40
H 4.50 0.40 -3.65
C 2.35 0.10 -3.77
H 2.45 -0.83 -4.33
C 1.07 0.58 -3.42
H 0.16 0.06 -3.75
H -0.22 2.60 -1.12
H -0.53 3.34 -2.69
C -0.28 0.42 4.72
O -0.78 0.68 3.45
H -1.09 0.52 5.46
H 0.54 1.10 4.98
H 0.12 -0.61 4.81
```

The charge is 0. The HOMO energy (alpha / beta) is -0.2639 / -0.2682 Eh. As for the relative energy (zero: lowest compared OMol25 entry of this formula, charge and spin): 1.290 eV. Its spin multiplicity is 1. Its LUMO energy (alpha / beta) is -0.044 / -0.050 Eh. The calculation puts the gap between HOMO and LUMO (alpha / beta) at 5.99 / 5.94 eV. The calculation puts the electronic energy at -35057.7059 eV.

***

Molecular formula: C3H4BrNS
Method: DFT, ωB97M-V/def2-TZVPD

XYZ file:
```
10
C3H4BrNS | the Open Molecules 2025 dataset | ωB97M-V/def2-TZVPD
C 0.85 -0.91 0.68
C 0.61 0.34 1.03
Br 0.54 1.74 -0.24
H 1.02 -1.19 -0.34
H 0.88 -1.69 1.42
H 0.43 0.69 2.04
N -2.72 1.33 -2.07
C -3.40 1.27 -1.09
S -4.44 1.03 0.04
H -1.88 1.81 -2.34
```

The charge is 0. The HOMO energy is -0.3488 Eh. As for the relative energy (zero: lowest compared OMol25 entry of this formula, charge and spin): 0.685 eV. Its spin multiplicity is 1. Its LUMO energy is 0.023 Eh. Its structure (SMILES) is C=CBr.N=C=S. The calculation puts the gap between HOMO and LUMO at 10.13 eV. The calculation puts the electronic energy at -85542.4429 eV.

***

Molecular formula: C2H11NO3
Method: DFT, ωB97M-V/def2-TZVPD

XYZ file:
```
17
C2H11NO3 | the Open Molecules 2025 dataset | ωB97M-V/def2-TZVPD
C 2.32 1.52 -0.87
C 1.33 2.09 -0.07
N 0.09 1.57 0.41
H 2.44 0.46 -0.93
H 3.16 2.17 -1.12
H 1.55 3.12 0.30
H -0.65 1.14 -0.30
H -0.38 2.04 1.29
H -0.15 -3.59 1.93
H -1.68 -3.54 1.79
O -0.93 -3.11 2.25
H 0.65 -1.25 -0.47
H -0.30 -1.72 0.49
O -0.21 -1.58 -0.42
H -2.53 1.00 -1.21
H -1.59 -0.24 -1.28
O -1.75 0.67 -1.53
```

The charge is +1. The HOMO energy (alpha / beta) is -0.5429 / -0.5429 Eh. The expectation value of S² is 0.781. As for the relative energy (zero: lowest compared OMol25 entry of this formula, charge and spin): 0.870 eV. Its spin multiplicity is 2. Its LUMO energy (alpha / beta) is -0.150 / -0.279 Eh. The calculation puts the gap between HOMO and LUMO (alpha / beta) at 10.70 / 7.18 eV. The calculation puts the electronic energy at -9875.7862 eV.

***

Molecular formula: C5H10N4
Method: DFT, ωB97M-V/def2-TZVPD

XYZ file:
```
19
C5H10N4 | the Open Molecules 2025 dataset | ωB97M-V/def2-TZVPD
C -2.25 0.21 0.19
N -1.05 0.67 -0.55
C -0.31 1.70 0.07
N 0.97 1.97 0.12
N 1.95 1.29 -0.63
C 2.32 0.13 -0.15
C 1.38 -0.66 0.75
C 0.37 -1.25 -0.19
N -0.17 -0.31 -1.13
H -3.09 -0.08 -0.57
H -2.59 1.03 0.89
H -2.20 -0.65 0.92
H -1.03 2.40 0.43
H 3.08 -0.50 -0.78
H 1.86 -1.36 1.48
H 0.81 -0.11 1.50
H -0.27 -1.92 0.56
H 0.83 -1.88 -0.91
H -0.62 -0.69 -2.02
```

The charge is 0. The HOMO energy is -0.3137 Eh. As for the relative energy (zero: lowest compared OMol25 entry of this formula, charge and spin): 4.625 eV. Its spin multiplicity is 1. Its LUMO energy is 0.028 Eh. Its structure (SMILES) is CN1/C=N\N=C/CCN1. The calculation puts the gap between HOMO and LUMO at 9.30 eV. The calculation puts the electronic energy at -11303.2529 eV.

***

Molecular formula: C42H66BrIN5O3PTi
Method: DFT, ωB97M-V/def2-TZVPD

XYZ file:
```
120
C42H66BrIN5O3PTi | the Open Molecules 2025 dataset | ωB97M-V/def2-TZVPD
Ti 0.12 0.23 -0.31
C 2.91 -0.11 -3.89
C 1.43 -0.42 -3.65
N 0.65 0.50 -2.77
C 0.64 1.90 -3.24
C 0.08 2.81 -2.17
N 0.49 2.32 -0.84
C 0.28 3.35 0.24
C 1.59 3.89 0.77
C 2.32 2.88 1.65
N 2.72 1.67 0.91
C 4.06 1.83 0.31
C 4.47 0.63 -0.52
N 3.43 0.33 -1.52
C 3.88 -0.36 -2.75
H 3.03 0.91 -4.27
H 3.22 -0.75 -4.71
H 1.32 -1.42 -3.24
H 0.95 -0.43 -4.63
H -0.31 0.16 -2.90
H 0.07 2.00 -4.17
H 1.67 2.20 -3.46
H 0.45 3.83 -2.31
H -1.01 2.85 -2.18
H 1.50 2.17 -0.85
H -0.27 2.87 1.04
H -0.34 4.14 -0.18
H 1.38 4.78 1.37
H 2.23 4.24 -0.05
H 1.64 2.57 2.45
H 3.18 3.36 2.14
H 2.76 0.89 1.56
H 4.82 2.02 1.08
H 4.04 2.72 -0.33
H 4.62 -0.26 0.10
H 5.42 0.85 -1.01
H 3.03 1.22 -1.82
H 3.97 -1.42 -2.53
H 4.87 0.01 -3.04
O 1.77 -0.89 0.00
C 1.60 -2.34 -0.07
C 0.16 -2.54 -0.64
O -0.38 -3.60 -0.71
O -0.39 -1.40 -1.06
C 1.78 -2.92 1.32
C 1.38 -4.23 1.59
C 1.64 -4.80 2.82
C 2.33 -4.09 3.80
C 2.75 -2.80 3.53
C 2.47 -2.22 2.30
C 2.64 -2.95 -1.00
C 3.97 -3.02 -0.57
C 4.95 -3.54 -1.39
C 4.62 -4.02 -2.65
C 3.30 -4.00 -3.07
C 2.31 -3.47 -2.25
H 2.53 -0.41 -0.71
H 0.86 -4.80 0.83
H 1.32 -5.82 3.02
H 2.55 -4.55 4.75
H 3.30 -2.24 4.28
H 2.82 -1.21 2.10
H 4.23 -2.68 0.43
H 5.97 -3.59 -1.04
H 5.38 -4.45 -3.29
H 3.03 -4.41 -4.04
H 1.28 -3.50 -2.58
Br -4.50 -0.96 -5.52
C -4.12 0.88 -5.56
C -4.47 1.60 -6.70
C -4.21 2.96 -6.78
C -3.60 3.62 -5.71
C -3.26 2.91 -4.58
C -3.51 1.54 -4.50
I -2.98 0.52 -2.76
H -4.95 1.09 -7.52
H -4.49 3.51 -7.67
H -3.41 4.68 -5.77
H -2.80 3.42 -3.74
C 0.23 0.18 3.74
C -1.14 -0.52 3.62
C -1.86 -0.43 4.97
C -0.86 -2.00 3.31
P -2.12 0.21 2.20
N -1.04 0.45 0.97
C -3.46 -0.98 1.64
C -4.49 -0.29 0.74
C -4.22 -1.60 2.83
C -2.84 -2.10 0.79
C -2.90 1.84 2.66
C -3.34 2.57 1.37
C -4.11 1.66 3.59
C -1.92 2.77 3.40
H 0.82 -0.38 4.46
H 0.15 1.20 4.11
H 0.77 0.18 2.79
H -1.24 -0.96 5.70
H -2.83 -0.91 4.97
H -1.97 0.59 5.33
H -0.12 -2.36 4.03
H -0.44 -2.14 2.32
H -1.74 -2.62 3.41
H -5.06 0.50 1.22
H -5.20 -1.05 0.42
H -4.04 0.12 -0.17
H -4.70 -0.86 3.46
H -3.59 -2.24 3.45
H -5.00 -2.23 2.41
H -2.34 -1.72 -0.09
H -3.66 -2.74 0.46
H -2.14 -2.73 1.34
H -3.54 1.93 0.52
H -2.60 3.30 1.06
H -4.26 3.13 1.58
H -4.97 1.21 3.10
H -4.42 2.65 3.92
H -3.88 1.08 4.48
H -0.97 2.88 2.89
H -1.73 2.46 4.42
H -2.38 3.76 3.44
```

The charge is +2. The HOMO energy is -0.4828 Eh. As for the relative energy (zero: lowest compared OMol25 entry of this formula, charge and spin): 1.668 eV. Its spin multiplicity is 1. Its LUMO energy is -0.204 Eh. The calculation puts the gap between HOMO and LUMO at 7.60 eV. The calculation puts the electronic energy at -168756.9286 eV.

***

Molecular formula: C5H6O
Method: DFT, ωB97M-V/def2-TZVPD

XYZ file:
```
12
C5H6O | the Open Molecules 2025 dataset | ωB97M-V/def2-TZVPD
C -0.53 0.16 1.15
C 0.76 -0.33 0.48
C -0.02 -0.91 -0.73
O 0.79 -0.24 -1.73
C 0.65 0.72 -0.66
C -0.82 0.35 -0.34
H -0.45 1.07 1.76
H -1.13 -0.59 1.68
H 1.68 -0.73 0.91
H -0.36 -1.93 -0.92
H 1.13 1.69 -0.76
H -1.71 0.74 -0.84
```

The charge is 0. The HOMO energy is -0.3461 Eh. As for the relative energy (zero: lowest compared OMol25 entry of this formula, charge and spin): 3.584 eV. Its spin multiplicity is 1. Its LUMO energy is 0.041 Eh. The calculation puts the gap between HOMO and LUMO at 10.53 eV. The calculation puts the electronic energy at -7325.7003 eV.